Here is 13 unconnected molecules or ions with the total composition C26H78O13 in a non-equilibrium geometry from the OMol25 dataset. Energies are from ωB97M-V/def2-TZVPD.

Geometry as XYZ:
```
117
Properties=species:S:1:pos:R:3:forces:R:3:lowdin_charge:R:1
C 1.3683 -0.3503 5.1863 -0.11 0.52 0.57 -0.076
C 2.0689 -0.0767 3.8754 0.83 0.44 0.76 -0.368
O 1.8546 -1.1209 3.0125 0.55 -1.19 -0.94 -0.075
H 1.5628 -1.3647 5.5347 -0.10 -0.20 -0.45 0.077
H 0.2965 -0.1873 5.0734 -0.11 -0.12 0.20 0.059
H 1.7434 0.2521 6.0137 -0.13 0.49 -0.09 0.070
H 3.1390 0.0161 4.0605 0.27 -0.29 0.02 0.103
H 1.8424 0.8651 3.3756 -0.58 0.41 0.31 0.097
H 0.9885 -1.0204 2.6108 -0.41 -0.04 -0.39 0.025
C -3.1394 1.0126 -1.8415 -0.31 0.64 0.76 -0.073
C -3.5313 2.1314 -2.7977 0.99 -0.99 -0.76 -0.261
O -2.3379 2.9032 -3.1230 -1.09 0.13 0.53 -0.094
H -2.8293 1.5401 -0.9395 0.01 -0.13 0.33 0.070
H -2.2870 0.3783 -2.0846 -0.16 0.07 -0.68 0.068
H -4.0015 0.4069 -1.5621 -0.01 -0.10 -0.07 0.073
H -4.2973 2.7558 -2.3378 0.02 0.05 -0.11 0.117
H -3.8836 1.7663 -3.7624 -0.30 -0.08 0.12 0.098
H -2.4730 3.6824 -2.5788 0.74 0.33 -0.15 0.089
C 4.2056 1.7066 1.1819 -0.94 0.19 0.20 -0.083
C 5.3380 1.6485 0.1995 0.47 0.46 -0.42 -0.296
O 5.1373 2.5183 -0.9171 -0.01 -0.80 -0.12 -0.094
H 3.2201 1.6997 0.7161 0.05 -0.47 -0.50 0.052
H 4.1662 2.6779 1.6749 0.46 -0.06 0.41 0.066
H 4.1957 0.8904 1.9042 0.26 0.11 0.13 0.072
H 5.5325 0.6494 -0.1905 -0.29 -0.01 -0.11 0.099
H 6.2629 1.9563 0.6873 0.18 -0.09 0.27 0.107
H 4.9297 3.3968 -0.5902 -0.14 0.36 0.09 0.026
C -0.5463 -2.6957 -3.4691 0.06 0.66 -0.11 -0.071
C 0.5031 -3.2077 -4.4766 -0.08 -0.37 0.67 -0.262
O 1.8260 -3.0339 -3.9928 0.07 -1.00 0.08 -0.105
H -1.5774 -3.0366 -3.5620 -0.02 -0.14 -0.84 0.067
H -0.5448 -1.6077 -3.5339 -0.15 0.13 0.31 0.043
H -0.3426 -2.9821 -2.4373 0.73 -0.05 -0.04 0.061
H 0.5090 -2.7240 -5.4534 -0.78 0.12 -0.07 0.109
H 0.3408 -4.2756 -4.6224 0.26 -0.05 -0.12 0.110
H 2.0673 -2.1054 -4.0283 -0.18 0.72 -0.09 0.038
C 4.1880 -2.3038 -1.0325 -0.35 0.64 -0.40 -0.074
C 2.7777 -2.8312 -0.8872 0.39 -0.69 1.14 -0.333
O 2.6127 -4.0145 -1.6391 0.08 0.04 0.71 -0.086
H 4.3168 -1.8743 -2.0260 0.40 -0.16 -0.07 0.054
H 4.8682 -3.1367 -0.8544 0.07 0.12 -0.15 0.083
H 4.3801 -1.5172 -0.3029 0.06 0.07 0.08 0.059
H 1.9508 -2.1587 -1.1154 0.19 0.56 -0.11 0.094
H 2.7188 -3.0573 0.1775 -0.56 -0.34 0.10 0.108
H 2.4514 -3.6474 -2.5113 -0.34 -0.52 -0.94 0.014
C -1.7106 0.4537 -5.8386 1.04 0.33 -0.32 -0.051
C -0.4695 1.2615 -5.4268 -1.65 0.25 1.20 -0.265
O -0.3405 1.0112 -4.0230 1.21 -0.46 0.07 -0.142
H -1.5607 -0.6074 -5.6390 0.32 -0.08 -0.44 0.067
H -1.8942 0.6757 -6.8898 -0.63 -0.35 0.03 0.078
H -2.5246 0.6986 -5.1563 -0.18 0.47 -0.43 0.056
H -0.6589 2.3345 -5.4563 -0.10 0.13 -0.79 0.111
H 0.4538 1.0747 -5.9751 -0.03 -0.43 0.16 0.116
H -1.0304 1.5310 -3.6041 -0.03 0.37 0.31 0.033
C 2.2321 4.5451 0.5607 0.45 0.34 -0.76 -0.084
C 2.9691 5.5292 -0.3932 -1.87 -0.75 0.97 -0.299
O 4.3147 5.1702 -0.4807 0.68 -0.10 0.01 -0.075
H 2.7478 4.4763 1.5185 -0.18 0.04 0.03 0.075
H 2.1746 3.5570 0.1040 0.31 -0.07 0.02 0.057
H 1.1888 4.8332 0.6897 0.13 0.37 0.17 0.066
H 2.8409 6.5388 -0.0028 0.13 0.19 -0.07 0.109
H 2.4401 5.4371 -1.3417 0.22 0.25 -0.36 0.110
H 4.7629 5.7553 -1.0959 0.08 0.03 -0.05 0.104
C -2.2240 -2.2822 5.2902 -0.91 -0.57 0.06 -0.070
C -3.4407 -3.1841 5.5800 0.27 0.32 -0.73 -0.261
O -3.7622 -3.8336 4.3121 0.24 0.17 0.75 -0.110
H -2.4788 -1.7045 4.4017 0.08 0.25 0.07 0.059
H -1.3421 -2.8740 5.0452 0.03 0.00 0.19 0.082
H -2.0329 -1.6131 6.1292 0.14 -0.05 -0.08 0.079
H -4.3016 -2.6039 5.9120 -0.03 0.31 -0.18 0.106
H -3.2782 -3.9027 6.3833 0.34 -0.30 -0.20 0.106
H -4.6414 -4.2132 4.3796 -0.04 -0.09 -0.02 0.084
C 3.1008 1.7800 -3.7513 -0.18 0.32 0.10 -0.058
C 3.0068 0.3641 -3.2080 1.96 0.36 -0.31 -0.302
O 2.0817 -0.3762 -3.9456 -0.41 -0.26 -0.33 -0.087
H 3.4279 1.8485 -4.7888 -0.08 -0.51 -0.17 0.080
H 3.7929 2.4340 -3.2208 -0.17 -0.21 0.45 0.063
H 2.0878 2.1799 -3.7072 -0.03 0.44 0.06 0.065
H 2.8522 0.3315 -2.1295 -0.49 0.16 0.10 0.101
H 3.9589 -0.1436 -3.3621 0.21 0.03 0.09 0.109
H 1.4123 0.2432 -4.2451 -0.56 -0.14 0.26 0.036
C -3.8067 0.4254 2.1336 0.76 -0.47 1.15 -0.083
C -4.2833 -0.7985 1.4137 -0.90 0.23 -0.62 -0.327
O -5.4533 -0.3803 0.7346 -1.02 0.23 -0.55 -0.089
H -2.8791 0.1375 2.6284 0.49 0.43 -0.26 0.055
H -4.4391 0.6774 2.9849 -0.51 -0.08 -0.18 0.083
H -3.7179 1.3252 1.5249 0.22 -0.31 -0.22 0.073
H -4.5456 -1.6082 2.0946 0.30 -0.07 0.25 0.106
H -3.6183 -1.1994 0.6487 0.61 0.10 0.33 0.094
H -5.6855 -1.0143 0.0521 -0.05 -0.11 0.06 0.076
C 0.4219 0.3475 -0.1324 -0.75 -0.13 -0.20 -0.038
C -0.7357 -0.5687 0.3658 1.17 -0.14 -1.21 -0.269
O -0.5262 -0.9210 1.7214 -0.43 0.77 -0.18 -0.093
H 0.4443 0.4767 -1.2145 -0.50 -0.20 -0.24 0.059
H 1.4346 0.0026 0.0766 -0.21 -0.28 0.58 0.060
H 0.2811 1.3557 0.2573 0.14 0.03 0.31 0.062
H -0.8327 -1.4896 -0.2092 0.80 -0.36 -0.29 0.101
H -1.7148 -0.1625 0.1119 -0.09 0.86 0.82 0.065
H -1.0474 -1.7179 1.8433 -0.31 -0.62 0.44 0.048
C -0.0038 3.3928 3.0994 -0.29 -0.41 -0.53 -0.073
C -1.2012 2.4678 3.3416 0.78 0.41 -0.84 -0.345
O -1.7597 2.8027 4.5636 -0.72 0.19 1.56 -0.064
H 0.3887 3.2002 2.1009 0.03 0.05 -0.09 0.038
H 0.8295 3.2397 3.7852 -0.23 -0.12 0.24 0.076
H -0.3279 4.4319 3.1567 0.04 0.02 0.01 0.079
H -0.9052 1.4195 3.3039 0.13 -0.18 0.02 0.090
H -1.9725 2.6115 2.5848 0.25 0.04 -0.49 0.099
H -2.7163 2.7744 4.4884 0.05 -0.07 0.15 0.082
C -3.8155 -4.6092 0.8048 -0.86 -0.24 -1.08 -0.074
C -2.3817 -4.1812 0.8652 0.75 -0.72 -0.41 -0.301
O -2.1891 -3.2006 1.8468 0.13 0.85 0.13 -0.098
H -4.0541 -5.2231 -0.0637 0.55 -0.58 0.00 0.077
H -4.4415 -3.7583 0.5359 -0.08 0.39 0.73 0.067
H -4.1883 -5.1437 1.6785 0.08 0.28 0.13 0.077
H -2.0472 -3.8160 -0.1058 -0.12 0.43 0.02 0.110
H -1.6695 -4.9745 1.0919 -0.27 -0.57 -0.10 0.120
H -2.5681 -3.5717 2.6470 -0.18 0.20 0.65 0.052
```
Positions in Å, forces in eV/Å.

Properties
Highest occupied orbital energy ... -0.3298 hartree
Gap between HOMO and LUMO ... 9.14 eV
Molecular weight ... 598.897 g mol⁻¹